Record 1
52
Properties=species:S:1:pos:R:3 method="wB97M-V/def2-TZVPD" smiles="CCCNc1c(PP(=O)(O)O)n(CCN)c(CCO)[n+]1CCOC=O" total_energy_ha=-1864.58201 max_force_ev_per_a=0.66 molar_mass_g_mol=397.33 orbital_gap_ev=9.644 total_charge=+1
C -1.1734 2.4676 4.4952
C -0.8640 1.9968 3.0605
C 0.1082 0.8201 3.0383
N 0.9560 0.7877 1.8027
C 0.3493 0.1452 0.7260
C -0.5074 0.6526 -0.1893
P -1.0890 2.3342 -0.4926
P 0.0917 2.6657 -2.3260
O -0.7932 2.6507 -3.4916
O 0.9080 4.0254 -2.1658
O 1.1909 1.4957 -2.2682
N -0.9088 -0.4054 -1.0006
C -1.8837 -0.3468 -2.1023
C -3.2636 -0.8455 -1.6881
N -4.0115 0.0978 -0.8685
C -0.2645 -1.5082 -0.6334
C -0.3442 -2.8108 -1.3434
C 0.6321 -2.8857 -2.5549
O -0.0637 -3.3408 -3.6981
N 0.5108 -1.2061 0.4171
C 1.4054 -2.1294 1.0995
C 2.8661 -1.6468 1.0917
O 3.0497 -0.8468 -0.0648
C 3.7967 0.2821 0.0223
O 4.1911 0.8576 -0.9410
H -2.2387 2.6641 4.6202
H -0.8707 1.7320 5.2418
H -0.6655 3.4089 4.7099
H -0.4098 2.8163 2.4987
H -1.7963 1.7135 2.5665
H -0.4550 -0.1200 3.0995
H 0.7882 0.8654 3.8890
H 1.7950 0.2805 2.0531
H -0.2469 3.0161 0.4017
H 1.3788 4.1307 -1.3293
H 2.0013 1.7012 -2.7577
H -1.9479 0.6879 -2.4399
H -1.4913 -0.9536 -2.9183
H -3.8164 -1.0770 -2.6020
H -3.1443 -1.7789 -1.1276
H -4.1985 -0.2396 0.0624
H -3.6123 1.0240 -0.8199
H -0.1415 -3.6246 -0.6483
H -1.3522 -2.9494 -1.7373
H 1.0907 -1.9092 -2.7325
H 1.4290 -3.5980 -2.3319
H -0.0435 -2.6747 -4.3904
H 1.0528 -2.3182 2.1160
H 1.3685 -3.0781 0.5695
H 3.1565 -1.1244 2.0093
H 3.5120 -2.5242 1.0134
H 3.9686 0.6223 1.0592

---

Record 2
50
Properties=species:S:1:pos:R:3 method="wB97M-V/def2-TZVPD" de_lowest_ev=1.415 total_energy_ha=-1356.62597 max_force_ev_per_a=0.64 molar_mass_g_mol=510.43 orbital_gap_ev=6.601 total_charge=+3
Ta -0.5733 0.0634 -1.3380
C 1.2180 2.9456 1.9174
N 0.2451 3.5277 0.9654
C -0.2175 4.9156 1.1923
C -0.2134 2.8086 -0.0192
N 0.2165 1.5454 -0.2655
N -1.1386 3.3745 -0.8778
C -1.7112 2.8600 -2.0226
N -2.4325 3.6980 -2.7354
N -1.5654 1.5801 -2.3743
H 1.5476 3.7307 2.5882
H 2.0986 2.5742 1.3926
H 0.7473 2.1513 2.4955
H 0.2530 5.2904 2.0940
H -1.2972 4.9366 1.3483
H 0.0843 5.5601 0.3644
H 1.1506 1.3393 0.0961
H -1.3668 4.3397 -0.6804
H -2.5880 4.6614 -2.4703
H -2.8590 3.4113 -3.6070
H -2.1484 1.3438 -3.1756
C 3.4447 -1.8516 0.1370
C 3.1004 -1.1866 -1.1944
C 4.2656 -1.2345 -2.1757
O 2.6635 0.1751 -0.9783
C 1.9365 -1.9644 -1.7996
O 1.8974 -3.0108 -2.3034
O 0.6660 -1.2244 -1.6302
H 4.3015 -1.3420 0.5774
H 3.7124 -2.8964 -0.0156
H 2.6060 -1.8065 0.8349
H 5.1463 -0.7853 -1.7144
H 4.0276 -0.7025 -3.0966
H 4.5078 -2.2664 -2.4228
H 3.4529 0.7302 -1.0282
C -4.1609 -4.2361 -0.4468
Si -4.1141 -2.9154 0.8498
C -5.6911 -1.9755 1.0716
C -3.2615 -3.3892 2.4284
C -2.8576 -1.6227 0.1097
C -2.0243 -0.8333 -0.3640
H -4.8594 -5.0104 -0.1180
H -3.1909 -4.7117 -0.5930
H -4.5233 -3.8588 -1.4037
H -6.4302 -2.6551 1.5042
H -6.0964 -1.6156 0.1254
H -5.5815 -1.1344 1.7567
H -3.9004 -4.1077 2.9495
H -3.1228 -2.5356 3.0926
H -2.3001 -3.8725 2.2550

---

Copy entry 2 word for word.
50
Properties=species:S:1:pos:R:3 method="wB97M-V/def2-TZVPD" de_lowest_ev=1.415 total_energy_ha=-1356.62597 max_force_ev_per_a=0.64 molar_mass_g_mol=510.43 orbital_gap_ev=6.601 total_charge=+3
Ta -0.5733 0.0634 -1.3380
C 1.2180 2.9456 1.9174
N 0.2451 3.5277 0.9654
C -0.2175 4.9156 1.1923
C -0.2134 2.8086 -0.0192
N 0.2165 1.5454 -0.2655
N -1.1386 3.3745 -0.8778
C -1.7112 2.8600 -2.0226
N -2.4325 3.6980 -2.7354
N -1.5654 1.5801 -2.3743
H 1.5476 3.7307 2.5882
H 2.0986 2.5742 1.3926
H 0.7473 2.1513 2.4955
H 0.2530 5.2904 2.0940
H -1.2972 4.9366 1.3483
H 0.0843 5.5601 0.3644
H 1.1506 1.3393 0.0961
H -1.3668 4.3397 -0.6804
H -2.5880 4.6614 -2.4703
H -2.8590 3.4113 -3.6070
H -2.1484 1.3438 -3.1756
C 3.4447 -1.8516 0.1370
C 3.1004 -1.1866 -1.1944
C 4.2656 -1.2345 -2.1757
O 2.6635 0.1751 -0.9783
C 1.9365 -1.9644 -1.7996
O 1.8974 -3.0108 -2.3034
O 0.6660 -1.2244 -1.6302
H 4.3015 -1.3420 0.5774
H 3.7124 -2.8964 -0.0156
H 2.6060 -1.8065 0.8349
H 5.1463 -0.7853 -1.7144
H 4.0276 -0.7025 -3.0966
H 4.5078 -2.2664 -2.4228
H 3.4529 0.7302 -1.0282
C -4.1609 -4.2361 -0.4468
Si -4.1141 -2.9154 0.8498
C -5.6911 -1.9755 1.0716
C -3.2615 -3.3892 2.4284
C -2.8576 -1.6227 0.1097
C -2.0243 -0.8333 -0.3640
H -4.8594 -5.0104 -0.1180
H -3.1909 -4.7117 -0.5930
H -4.5233 -3.8588 -1.4037
H -6.4302 -2.6551 1.5042
H -6.0964 -1.6156 0.1254
H -5.5815 -1.1344 1.7567
H -3.9004 -4.1077 2.9495
H -3.1228 -2.5356 3.0926
H -2.3001 -3.8725 2.2550

---

Copy entry 1 word for word.
52
Properties=species:S:1:pos:R:3 method="wB97M-V/def2-TZVPD" smiles="CCCNc1c(PP(=O)(O)O)n(CCN)c(CCO)[n+]1CCOC=O" total_energy_ha=-1864.58201 max_force_ev_per_a=0.66 molar_mass_g_mol=397.33 orbital_gap_ev=9.644 total_charge=+1
C -1.1734 2.4676 4.4952
C -0.8640 1.9968 3.0605
C 0.1082 0.8201 3.0383
N 0.9560 0.7877 1.8027
C 0.3493 0.1452 0.7260
C -0.5074 0.6526 -0.1893
P -1.0890 2.3342 -0.4926
P 0.0917 2.6657 -2.3260
O -0.7932 2.6507 -3.4916
O 0.9080 4.0254 -2.1658
O 1.1909 1.4957 -2.2682
N -0.9088 -0.4054 -1.0006
C -1.8837 -0.3468 -2.1023
C -3.2636 -0.8455 -1.6881
N -4.0115 0.0978 -0.8685
C -0.2645 -1.5082 -0.6334
C -0.3442 -2.8108 -1.3434
C 0.6321 -2.8857 -2.5549
O -0.0637 -3.3408 -3.6981
N 0.5108 -1.2061 0.4171
C 1.4054 -2.1294 1.0995
C 2.8661 -1.6468 1.0917
O 3.0497 -0.8468 -0.0648
C 3.7967 0.2821 0.0223
O 4.1911 0.8576 -0.9410
H -2.2387 2.6641 4.6202
H -0.8707 1.7320 5.2418
H -0.6655 3.4089 4.7099
H -0.4098 2.8163 2.4987
H -1.7963 1.7135 2.5665
H -0.4550 -0.1200 3.0995
H 0.7882 0.8654 3.8890
H 1.7950 0.2805 2.0531
H -0.2469 3.0161 0.4017
H 1.3788 4.1307 -1.3293
H 2.0013 1.7012 -2.7577
H -1.9479 0.6879 -2.4399
H -1.4913 -0.9536 -2.9183
H -3.8164 -1.0770 -2.6020
H -3.1443 -1.7789 -1.1276
H -4.1985 -0.2396 0.0624
H -3.6123 1.0240 -0.8199
H -0.1415 -3.6246 -0.6483
H -1.3522 -2.9494 -1.7373
H 1.0907 -1.9092 -2.7325
H 1.4290 -3.5980 -2.3319
H -0.0435 -2.6747 -4.3904
H 1.0528 -2.3182 2.1160
H 1.3685 -3.0781 0.5695
H 3.1565 -1.1244 2.0093
H 3.5120 -2.5242 1.0134
H 3.9686 0.6223 1.0592